Record 1
ORCA calculation (ωB97M-V/def2-TZVPD) on a single C4H9NOS molecule at a distorted geometry.

Each line ends with the Mulliken charge.
Geometry (Å):
C1 -0.491 -0.140 0.070  -0.6102
C2 -1.871 0.345 -0.409  -0.6300
S1 -3.211 -0.677 0.241  -0.2820
C3 0.603 0.781 -0.470  0.4429
N1 1.887 0.258 -0.491  -0.2367
C4 2.244 -0.795 0.475  -0.8471
O1 0.360 1.966 -0.591  -0.5978
H1 -0.480 -0.309 1.138  0.3624
H2 -0.359 -1.103 -0.440  0.3077
H3 -2.024 1.282 0.137  0.3345
H4 -2.001 0.497 -1.483  0.4029
H5 -4.216 0.177 0.420  0.1217
H6 2.496 1.057 -0.641  0.3076
H7 1.905 -0.705 1.505  0.2813
H8 1.830 -1.714 0.055  0.2909
H9 3.329 -0.918 0.484  0.3519

Properties
SMILES = CNC(=O)CCS
Total charge = 0
Gap between HOMO and LUMO = 9.87 eV
Total energy = -18666.532 eV
2S+1 = 1
F_max = 3.04 eV/A

Record 2
ORCA calculation (ωB97M-V/def2-TZVPD) on a single C4H9NOS molecule at a distorted geometry.

Each line ends with the Mulliken charge.
Geometry (Å):
O1 1.165 1.093 2.311  -0.4693
C1 1.825 0.561 1.474  0.0234
N1 1.128 0.039 0.296  -0.1273
C2 -0.177 -0.331 0.503  0.0935
C3 -1.233 0.515 -0.371  -0.7291
S1 -1.028 0.069 -2.142  -0.2818
C4 -0.274 -1.857 0.559  -1.3502
H1 2.949 0.718 1.383  0.3188
H2 1.587 -0.438 -0.608  0.3222
H3 -0.645 -0.007 1.622  0.2561
H4 -2.285 0.361 -0.147  0.3723
H5 -1.069 1.595 -0.223  0.3849
H6 -1.023 1.261 -2.755  0.1232
H7 0.212 -2.484 1.281  0.3670
H8 0.029 -2.290 -0.372  0.3810
H9 -1.366 -2.164 0.528  0.3154

Properties
SMILES = C[C@H](CS)NC=O
Total charge = 0
Gap between HOMO and LUMO = 9.87 eV
Total energy = -18665.287 eV
2S+1 = 1
F_max = 6.19 eV/A

Record 3
ORCA calculation (ωB97M-V/def2-TZVPD) on a single C4H9NOS molecule at a distorted geometry.

Each line ends with the Mulliken charge.
Geometry (Å):
C1 -0.447 -0.030 0.587  -0.2120
C2 0.666 0.236 -0.350  -0.6590
C3 -1.701 0.049 -0.290  -0.1632
C4 -2.896 0.241 0.222  -1.0302
N1 3.033 1.119 -0.248  -0.6901
O1 2.739 -1.436 -0.455  -0.5636
S1 2.305 -0.062 0.488  0.3995
H1 -0.343 -1.051 1.024  0.3021
H2 -0.553 0.868 1.352  0.2716
H3 0.597 -0.466 -1.169  0.2959
H4 0.976 1.286 -0.774  0.4183
H5 -1.571 -0.165 -1.325  0.3575
H6 -2.939 0.247 1.277  0.3843
H7 -3.754 0.572 -0.347  0.3064
H8 3.445 -1.062 -1.061  0.3606
H9 3.789 1.410 0.419  0.2222

Properties
Total charge = 0
Gap between HOMO and LUMO (spin up / spin down) = 6.47 / 7.13 eV
Total energy = -18659.249 eV
2S+1 = 3
F_max = 10.07 eV/A

Record 4
ORCA calculation (ωB97M-V/def2-TZVPD) on a single C4H9NOS2 molecule at a distorted geometry.

Each line ends with the Mulliken charge.
Geometry (Å):
S1 -0.819 -3.011 0.252  -0.2090
S2 -0.973 -1.109 -0.697  -0.0353
C1 -0.864 -0.127 0.819  -0.5450
C2 0.572 0.223 1.191  -0.6225
N1 1.125 0.885 -0.007  -0.1524
C3 1.039 2.164 -0.483  0.7432
C4 0.293 3.183 0.389  -0.9987
O1 1.632 2.343 -1.535  -0.6390
H1 0.450 -2.721 0.765  0.1633
H2 -1.358 0.842 0.643  0.2646
H3 -1.341 -0.694 1.684  0.3966
H4 0.553 0.943 2.021  0.2820
H5 1.281 -0.651 1.445  0.2602
H6 1.522 0.274 -0.692  0.2821
H7 0.890 3.378 1.340  0.2743
H8 0.119 4.158 -0.117  0.2944
H9 -0.627 2.800 0.885  0.2413

Properties
SMILES = CC(=O)NCCSS
Total charge = 0
Gap between HOMO and LUMO = 9.34 eV
Total energy = -29501.844 eV
2S+1 = 1
F_max = 1.88 eV/A

Record 5
ORCA calculation (ωB97M-V/def2-TZVPD) on a gas-phase ion, C4H9NP (charge +1) at a distorted geometry.

Each line ends with the Mulliken charge.
Geometry (Å):
C1 2.026 -0.786 -0.188  -0.1395
C2 0.778 -1.390 0.113  -0.7104
C3 -0.636 -0.626 -0.175  -0.1822
C4 -0.590 0.676 0.488  -0.7355
N1 -1.388 1.761 -0.159  -0.3593
P1 2.527 0.801 -0.099  0.0552
H1 3.058 -1.357 -0.421  0.2668
H2 0.778 -2.485 -0.192  0.3658
H3 0.728 -1.445 1.295  0.2743
H4 -0.794 -0.586 -1.350  0.2319
H5 -1.262 -1.468 0.215  0.2878
H6 -0.495 0.892 1.483  0.4791
H7 -2.359 1.341 -0.067  0.3849
H8 -1.031 1.955 -1.194  0.4080
H9 -1.341 2.719 0.252  0.3732

Properties
Total charge = +1
Gap between HOMO and LUMO (spin up / spin down) = 6.84 / 8.42 eV
Total energy = -15061.084 eV
2S+1 = 1
F_max = 5.10 eV/A

Record 6
ORCA calculation (ωB97M-V/def2-TZVPD) on a molecular structure, C4H9NS3 at a distorted geometry.

Each line ends with the Mulliken charge.
Geometry (Å):
C1 -1.809 2.087 -1.320  -0.7614
C2 0.100 0.692 0.217  0.5509
C3 0.277 -0.573 0.924  -0.5324
C4 1.481 -1.486 0.655  -0.8807
H1 -2.264 3.097 -0.664  0.2519
H2 -2.652 1.727 -2.429  0.2562
H3 -0.757 2.335 -1.836  0.2840
H4 -0.678 -1.134 0.628  0.2851
H5 -1.516 -0.383 2.428  0.1755
H6 2.377 -0.855 1.055  0.3540
H7 1.248 -2.340 1.227  0.3979
H8 0.808 -2.414 -0.930  0.2484
H9 2.091 -1.248 -1.341  0.2625
N1 1.726 -1.903 -0.708  -0.5109
S1 -1.485 0.598 -0.552  -0.0116
S2 1.169 1.910 -0.156  -0.2397
S3 -0.117 -0.110 2.803  -0.1298

Properties
Total charge = 0
Gap between HOMO and LUMO = 8.22 eV
Total energy = -38286.196 eV
2S+1 = 1
F_max = 5.13 eV/A

Record 7
ORCA calculation (ωB97M-V/def2-TZVPD) on a single C4H9NS3 molecule at a distorted geometry.

Each line ends with the Mulliken charge.
Geometry (Å):
C1 2.439 0.240 -0.022  -0.8715
C2 1.105 0.808 -0.307  -0.2920
C3 -1.610 0.702 0.373  0.3809
C4 -2.875 -0.076 0.802  -0.9388
H1 2.015 -1.763 -0.007  0.2378
H2 2.731 -1.251 -1.436  0.2235
H3 2.640 0.286 1.048  0.3559
H4 3.278 0.744 -0.498  0.4189
H5 1.146 1.873 -0.038  0.3598
H6 0.781 0.726 -1.385  0.3363
H7 -2.712 -0.624 1.706  0.3809
H8 -3.655 0.666 0.929  0.3697
H9 -2.498 -2.053 -0.454  0.1255
N1 2.695 -1.139 -0.423  -0.5594
S1 -0.116 -0.074 0.651  -0.1318
S2 -1.854 2.095 -0.409  -0.2508
S3 -3.512 -1.160 -0.530  -0.1451

Properties
SMILES = NCCSC(=S)CS
Total charge = 0
Gap between HOMO and LUMO = 8.42 eV
Total energy = -38289.138 eV
2S+1 = 1
F_max = 2.33 eV/A

Record 8
ORCA calculation (ωB97M-V/def2-TZVPD) on a single C4H9NS3 molecule at a distorted geometry.

Each line ends with the Mulliken charge.
Geometry (Å):
C1 -1.421 -0.791 -0.117  -0.3234
C2 -0.994 0.614 0.520  -0.7235
C3 0.395 0.309 1.028  -0.7234
C4 2.011 -0.707 -0.655  -0.1176
H1 -3.409 -1.128 -1.781  0.1517
H2 -0.729 -0.858 -1.106  0.2300
H3 -1.094 -1.616 0.581  0.3134
H4 -1.694 0.725 1.336  0.4269
H5 -1.168 1.291 -0.419  0.3393
H6 0.814 0.986 1.856  0.2535
H7 0.303 -0.661 1.597  0.3961
H8 2.569 2.344 0.019  0.1796
H9 2.787 -0.176 -1.263  0.2787
N1 1.383 0.348 -0.149  -0.0534
S1 -3.122 -0.401 -0.528  -0.2517
S2 1.369 2.055 -0.651  -0.1215
S3 2.001 -2.336 -0.270  -0.2548

Properties
SMILES = S=CN(S)CCCS
Total charge = 0
Gap between HOMO and LUMO = 8.81 eV
Total energy = -38286.922 eV
2S+1 = 1
F_max = 4.51 eV/A

Taking the records one at a time from the top gives energy relative to the best compared isomer or geometry (same formula, charge and spin) values of 95.9; 216.1; 370.9; 61.6; 432.1; 323.5; 39.7; 253.4 kJ/mol.